1.
106
Properties=species:S:1:pos:R:3 method="wB97M-V/def2-TZVPD" e_homo_ev=-4.1 multiplicity=1 de_lowest_kj_mol=392.7 charge=-1 energy_ev=-105469.4131 mol_weight_g_mol=1000.44 gap_ev=3.8 fmax_ev_per_a=4.75
Ba -0.391 0.093 0.585
S 2.586 3.133 0.203
S 3.107 4.549 2.844
S 5.134 4.905 5.036
P 0.177 -2.193 -2.616
O -0.095 -0.632 -1.532
N -1.369 1.912 1.779
N 1.028 -0.005 -1.237
N 0.540 -1.003 2.569
N -1.354 -2.118 1.005
N 5.380 3.432 2.803
N 4.775 2.955 1.688
N -2.793 0.507 0.058
C 1.469 0.144 4.577
C 0.609 -5.150 -5.543
C -2.233 -3.204 2.965
C 9.157 1.858 3.656
C 1.829 -1.548 -2.799
C 1.031 1.611 4.520
C 7.666 3.743 3.602
C -2.422 -2.651 0.200
C -0.386 1.829 3.972
C 3.591 3.417 1.494
C 6.917 1.585 2.840
C -2.538 2.374 1.462
C 0.896 -6.201 -3.406
C 8.906 3.200 3.885
C -3.188 -1.604 -4.832
C -4.186 4.288 1.712
C -0.462 2.612 2.647
C -1.034 -1.454 -3.774
C -5.646 2.283 1.637
C 4.327 -0.297 -2.699
C -1.018 -4.643 4.582
C 0.878 -6.282 -4.788
C -3.418 1.373 0.811
C 0.400 -3.848 -3.531
C -0.895 -0.157 -4.257
C 0.296 -4.280 4.308
C 1.734 -0.492 3.201
C -2.153 -4.070 4.032
C 6.660 2.929 3.092
C 8.160 1.053 3.128
C 0.754 -3.172 3.636
C 0.659 -4.988 -2.782
C -2.185 -2.174 -4.070
C 4.670 4.278 3.586
C 3.293 0.270 -2.004
C -1.884 0.396 -5.048
C -1.215 -2.535 2.237
C -3.692 -1.796 0.150
C -2.940 3.735 1.594
C -3.034 -0.321 -5.331
C -5.410 3.633 1.832
C 0.070 -2.179 2.885
C 4.151 -1.512 -3.378
C -3.541 -0.497 -0.654
C 0.371 -3.939 -4.918
C 2.034 -0.368 -2.026
C 2.923 -2.139 -3.424
C -4.796 1.317 1.137
H -4.539 -0.130 -0.934
H 9.685 3.834 4.286
H -0.015 0.420 -4.009
H 3.396 1.192 -1.450
H -0.845 0.858 3.790
H -4.101 -2.152 -5.013
H -5.255 0.350 0.981
H 0.678 -4.903 -1.703
H 4.990 -1.967 -3.883
H -1.163 -5.453 5.285
H 2.150 0.271 2.538
H -3.099 -4.425 4.432
H -2.988 -0.711 -1.574
H 5.297 0.179 -2.711
H -2.114 4.436 1.588
H 1.748 2.160 3.908
H -0.747 3.650 2.848
H 10.129 1.441 3.881
H -4.221 5.370 1.793
H -3.237 -2.976 2.628
H 2.816 -3.086 -3.935
H -1.769 1.398 -5.434
H 1.096 2.022 5.532
H 2.393 0.094 5.162
H 6.133 0.975 2.421
H -4.487 -2.392 -0.308
H 1.832 -3.055 3.641
H 1.095 -7.086 -2.817
H -3.986 -1.545 1.170
H -6.258 4.248 2.102
H 2.500 -1.270 3.314
H -2.016 -2.730 -0.820
H -2.697 -3.662 0.537
H 0.521 2.620 2.168
H 0.588 -5.216 -6.623
H 1.061 -4.904 4.762
H -3.817 0.125 -5.927
H 0.172 -3.054 -5.507
H 8.345 0.003 2.946
H 1.068 -7.226 -5.279
H 7.483 4.790 3.774
H -1.006 2.338 4.713
H -2.296 -3.178 -3.687
H 0.715 -0.449 5.100
H -6.661 1.949 1.833

---

2.
30
Properties=species:S:1:pos:R:3 method="wB97M-V/def2-TZVPD" e_homo_ev="-17.0 / -17.0" multiplicity=1 charge=+2 energy_ev=-86228.5218 mol_weight_g_mol=492.77 gap_ev="7.5 / 7.4" fmax_ev_per_a=0.73
Te 3.058 1.942 -0.132
Co 0.545 0.507 -0.688
S 0.139 -1.136 -2.029
F 4.813 1.503 -0.283
F 3.312 3.571 0.633
F 3.012 2.788 -1.766
F 2.952 1.251 1.583
F 1.068 2.288 0.032
O 2.356 0.379 -0.852
N -3.855 -1.244 3.273
N -1.215 1.373 -1.355
N -1.819 0.639 -2.390
N -1.789 -1.149 -3.821
N 0.163 -0.495 0.876
C -1.388 -1.236 2.516
C 0.919 -1.835 2.682
C 1.158 -1.134 1.516
C -1.258 -0.500 -2.811
C -2.752 -1.252 2.961
C -1.086 -0.550 1.353
C -0.363 -1.889 3.200
H -1.869 -0.052 0.802
H -1.375 -2.016 -4.139
H -0.577 -2.430 4.112
H -2.624 1.048 -2.849
H -0.893 2.279 -1.712
H -1.913 1.577 -0.639
H 2.141 -1.074 1.078
H 1.743 -2.333 3.174
H -2.602 -0.821 -4.325

---

3.
18
Properties=species:S:1:pos:R:3 method="wB97M-V/def2-TZVPD" e_homo_ev=-9.0 multiplicity=1 de_lowest_kj_mol=674.4 energy_ev=-12474.1237 mol_weight_g_mol=108.09 gap_ev=8.6 fmax_ev_per_a=8.40
O 0.373 1.370 0.879
O -0.854 1.845 -1.493
O 0.179 -1.578 1.580
O 0.334 -0.518 -0.145
O 2.115 -0.009 1.819
O -1.719 0.018 -1.841
H -0.581 -2.158 1.539
H 0.400 2.118 0.282
H 0.024 -1.157 0.496
H 0.042 1.544 -1.344
H 0.899 -2.145 1.858
H -1.391 1.058 -1.399
H 0.428 0.605 0.307
H -1.255 -0.488 -2.508
H -0.355 -0.491 -0.809
H 1.238 0.133 1.462
H 2.707 0.240 1.109
H -2.584 -0.388 -1.791

---

4.
10
Properties=species:S:1:pos:R:3 method="wB97M-V/def2-TZVPD" e_homo_ev=-7.9 multiplicity=1 de_lowest_kj_mol=459.4 energy_ev=-5714.0853 mol_weight_g_mol=67.09 gap_ev=8.5 fmax_ev_per_a=5.64
N 1.625 -0.143 -0.198
C 2.835 -0.191 -0.223
C -0.520 0.865 0.411
C -1.563 -0.213 -0.009
C 0.713 0.536 0.204
H -1.096 -1.179 0.095
H -0.835 1.644 0.982
H -1.823 -0.139 -1.012
H -2.589 -0.038 0.407
H 3.253 -1.142 -0.657

---

5.
12
Properties=species:S:1:pos:R:3 method="wB97M-V/def2-TZVPD" e_homo_ev=-10.2 multiplicity=1 de_lowest_kj_mol=461.8 smiles=C1O[C@H]1[C@H]1CO1 energy_ev=-8335.6753 mol_weight_g_mol=86.09 gap_ev=11.2 fmax_ev_per_a=2.83
O -2.048 -0.951 -0.763
O 0.816 1.406 0.849
C -0.812 0.057 -0.202
C -1.005 -0.656 -1.589
C 1.641 0.262 0.962
C 0.171 0.148 1.078
H -1.205 -0.021 -2.466
H -0.226 0.089 2.110
H 2.095 -0.100 0.045
H 2.310 0.311 1.830
H -0.385 -1.528 -1.840
H -1.354 0.982 -0.016

---

6.
10
Properties=species:S:1:pos:R:3 method="wB97M-V/def2-TZVPD" e_homo_ev=-10.0 multiplicity=1 de_lowest_kj_mol=307.7 smiles=Nc1ccon1 energy_ev=-8200.6960 mol_weight_g_mol=84.08 gap_ev=10.9 fmax_ev_per_a=3.81
O -0.363 1.176 -1.526
N 1.690 -0.432 0.828
N 0.793 0.856 -0.939
C 0.594 0.038 0.045
C -0.973 -0.286 0.178
C -1.545 0.434 -0.802
H -2.452 0.755 -1.335
H 1.852 -1.433 0.772
H -1.277 -0.979 0.980
H 1.681 -0.130 1.798

---

7.
52
Properties=species:S:1:pos:R:3 method="wB97M-V/def2-TZVPD" e_homo_ev="-10.5 / -10.4" multiplicity=2 de_lowest_kj_mol=120.7 charge=+1 energy_ev=-85632.2910 mol_weight_g_mol=623.91 gap_ev="7.1 / 6.8" fmax_ev_per_a=0.59
Ru -0.076 0.295 -0.100
Cl -3.571 2.965 -2.419
Cl -4.430 0.191 -2.531
Cl -2.456 1.178 -4.393
S 0.244 0.003 2.237
O -0.850 0.564 -2.094
O -2.288 0.997 -0.499
N 0.137 2.358 0.112
N 0.304 -1.671 -0.887
N 1.979 0.452 -0.071
N -0.326 -4.042 -0.742
N -1.656 -1.108 0.965
C 1.430 2.760 -0.002
C 4.243 -0.276 -0.010
C -0.800 3.275 0.291
C 4.700 1.013 -0.089
C -3.598 -2.211 1.757
C 2.420 1.737 -0.089
C -1.989 0.925 -1.706
C -2.815 -1.727 0.731
C 1.813 4.100 0.024
C 0.796 5.058 0.180
C -3.169 -2.007 3.069
C -3.062 1.300 -2.751
C 3.775 2.071 -0.116
C 0.204 -4.904 0.314
C 0.019 -2.792 -0.806
C -1.990 -1.333 3.315
C -0.500 4.642 0.326
C 3.208 4.426 -0.074
C 2.865 -0.523 -0.003
C -1.139 -4.643 -1.801
C 4.146 3.457 -0.136
C -1.250 -0.895 2.218
H -1.486 -3.866 -2.477
H -0.549 -5.369 -2.361
H 0.958 -5.582 -0.087
H 1.049 6.111 0.198
H 2.473 -1.526 0.048
H 5.197 3.709 -0.190
H -3.770 -2.362 3.897
H -1.306 5.347 0.468
H -1.998 -5.142 -1.354
H -0.613 -5.484 0.739
H 3.493 5.470 -0.080
H -1.811 2.914 0.400
H -4.526 -2.720 1.542
H 4.925 -1.112 0.041
H 0.643 -4.291 1.098
H -1.647 -1.130 4.320
H -3.111 -1.824 -0.308
H 5.761 1.225 -0.114

---

8.
7
Properties=species:S:1:pos:R:3 method="wB97M-V/def2-TZVPD" e_homo_ev="-21.8 / -22.0" multiplicity=1 de_lowest_kj_mol=0.0 charge=+2 energy_ev=-14804.2065 mol_weight_g_mol=100.01 gap_ev="7.0 / 8.5" fmax_ev_per_a=4.76
Al -1.767 0.471 0.376
O -0.750 1.152 -1.122
O 0.457 -1.532 -0.437
O 0.303 0.083 1.017
C 0.416 0.727 -1.329
C 0.723 -0.376 -0.213
H 0.619 -0.525 1.708

---

Q: Which value of multiplicity does entry 5 give?
A: 1

---

Q: What is the multiplicity in the third record?
A: 1